No. 1
The following is a DFT calculation (the ωB97M-V functional and the def2-TZVPD basis) of a molecular structure, C4H6N2 in a non-equilibrium geometry.

Results
- 2S+1 = 1
- HOMO energy (eV) = -9.70
- energy relative to the best compared isomer or geometry (same formula, charge and spin) (eV) = 4.596
- M (g mol⁻¹) = 82.11
- net charge = 0

```
12
Properties=species:S:1:pos:R:3:nbo_charge:R:1
C 0.267 -0.725 -1.725 0.013
C -0.176 -0.846 -0.325 0.192
C -0.025 1.307 0.843 -0.604
C -0.009 -0.200 1.026 -0.458
N -0.434 -1.748 -2.117 -0.213
N -0.893 -1.807 -0.632 -0.236
H 0.809 -0.031 -2.430 0.196
H 0.723 1.460 0.012 0.201
H 0.191 1.983 1.727 0.228
H -0.911 1.698 0.422 0.209
H -0.620 -0.699 1.838 0.247
H 1.079 -0.391 1.360 0.223
```

---

No. 2
The following is a DFT calculation (the ωB97M-V functional and the def2-TZVPD basis) of 2 unconnected molecules or ions with the total composition C4H6N2 in a non-equilibrium geometry.

Results
- 2S+1 = 1
- HOMO energy (spin up / spin down) (eV) = -9.02 / -8.93
- energy relative to the best compared isomer or geometry (same formula, charge and spin) (eV) = 5.926
- M (g mol⁻¹) = 82.11
- net charge = 0

```
12
Properties=species:S:1:pos:R:3:nbo_charge:R:1
C -1.162 1.018 -1.301 -0.445
C 0.282 -0.079 0.276 0.044
C 1.688 -0.515 0.521 -0.252
N 0.970 0.355 1.445 -0.565
C -0.875 -0.898 0.228 0.188
N -1.940 -1.232 -0.110 -0.313
H -0.972 0.090 -1.806 0.191
H -1.385 1.835 -2.004 0.180
H -1.707 1.117 -0.384 0.190
H 1.891 -1.544 0.832 0.202
H 2.508 -0.043 -0.014 0.211
H 0.703 -0.104 2.317 0.370
```

---

No. 3
The following is a DFT calculation (the ωB97M-V functional and the def2-TZVPD basis) of a molecular structure, C4H6N2.

Results
- 2S+1 = 1
- HOMO energy (eV) = -9.13
- energy relative to the best compared isomer or geometry (same formula, charge and spin) (eV) = 6.711
- M (g mol⁻¹) = 82.11
- net charge = 0

```
12
Properties=species:S:1:pos:R:3:nbo_charge:R:1
C 1.436 -0.386 -0.007 -0.423
N 0.067 -0.785 -0.280 -0.371
C -0.770 0.176 -1.053 -0.251
C -1.014 -0.148 0.349 0.040
C -1.997 -0.509 1.368 0.105
N -1.344 0.536 1.802 -0.466
H 1.796 -0.938 0.865 0.217
H 1.551 0.699 0.183 0.166
H 2.055 -0.655 -0.868 0.214
H -1.402 -0.270 -1.815 0.218
H -0.307 1.130 -1.319 0.200
H -0.587 1.002 1.032 0.349
```

---

No. 4
The following is a DFT calculation (the ωB97M-V functional and the def2-TZVPD basis) of C4H6N2 in the gas phase.

Results
- 2S+1 = 1
- HOMO energy (eV) = -7.75
- energy relative to the best compared isomer or geometry (same formula, charge and spin) (eV) = 4.759
- M (g mol⁻¹) = 82.11
- net charge = 0

```
12
Properties=species:S:1:pos:R:3:nbo_charge:R:1
C -1.676 -0.786 0.407 -0.655
C -0.610 0.138 -0.030 0.056
C 0.703 0.229 -0.703 -0.159
N 1.977 -0.025 0.051 -0.242
N 2.307 0.557 1.061 -0.249
C -0.121 1.330 -0.172 -0.164
H -2.577 -0.226 0.671 0.232
H -1.917 -1.491 -0.396 0.229
H -1.351 -1.364 1.277 0.240
H 0.835 -0.032 -1.760 0.173
H 2.594 -0.718 -0.430 0.301
H -0.163 2.389 0.024 0.238
```

---

No. 5
The following is a DFT calculation (the ωB97M-V functional and the def2-TZVPD basis) of C4H6N2 in the gas phase in a non-equilibrium geometry.

Results
- 2S+1 = 1
- HOMO energy (eV) = -8.98
- energy relative to the best compared isomer or geometry (same formula, charge and spin) (eV) = 4.618
- M (g mol⁻¹) = 82.11
- net charge = 0

```
12
Properties=species:S:1:pos:R:3:nbo_charge:R:1
C 1.015 -0.925 0.530 0.212
N 1.256 -0.606 -0.719 -0.390
C -0.009 -0.184 -1.108 -0.128
C -0.089 1.099 -0.558 -0.408
C -0.925 -0.037 0.073 -0.112
N -0.363 -0.832 1.177 -0.603
H 1.888 -1.578 1.059 0.206
H -0.488 -0.334 -1.962 0.218
H 0.632 1.459 0.028 0.205
H -0.810 2.155 -0.630 0.207
H -2.057 0.048 0.078 0.226
H -0.050 -0.266 2.031 0.369
```

---

No. 6
The following is a DFT calculation (the ωB97M-V functional and the def2-TZVPD basis) of C4H6N2 in the gas phase in a non-equilibrium geometry.

Results
- 2S+1 = 1
- HOMO energy (eV) = -7.68
- energy relative to the best compared isomer or geometry (same formula, charge and spin) (eV) = 1.204
- M (g mol⁻¹) = 82.11
- net charge = 0

```
12
Properties=species:S:1:pos:R:3:nbo_charge:R:1
N 0.075 0.793 -1.855 -0.825
C -0.067 0.358 -0.530 0.304
C -1.127 -0.070 0.251 -0.363
C -0.590 -0.526 1.484 -0.253
C 0.787 -0.368 1.420 -0.163
N 1.051 0.239 0.209 -0.514
H 0.514 0.073 -2.424 0.373
H -0.819 1.021 -2.260 0.376
H -2.159 -0.120 -0.065 0.219
H -1.181 -0.930 2.302 0.222
H 1.566 -1.107 1.473 0.212
H 1.950 0.637 -0.005 0.413
```

---

No. 7
The following is a DFT calculation (the ωB97M-V functional and the def2-TZVPD basis) of a molecular structure, C4H6N2.

Results
- 2S+1 = 1
- HOMO energy (eV) = -8.82
- energy relative to the best compared isomer or geometry (same formula, charge and spin) (eV) = 4.559
- M (g mol⁻¹) = 82.11
- net charge = 0

```
12
Properties=species:S:1:pos:R:3:nbo_charge:R:1
C 1.627 -0.380 -0.978 -0.602
C 0.225 -0.098 -0.120 0.295
C 0.578 -1.275 0.343 -0.186
N -1.924 0.233 1.321 -0.689
C -1.671 0.989 0.328 0.273
N -0.495 0.905 -0.428 -0.584
H 2.329 -1.186 -0.749 0.272
H 2.129 0.578 -0.824 0.243
H 1.276 -0.511 -2.000 0.249
H 1.219 -1.430 1.205 0.227
H -2.835 0.462 1.715 0.346
H -2.335 1.782 -0.033 0.156
```

---

No. 8
The following is a DFT calculation (the ωB97M-V functional and the def2-TZVPD basis) of C4H6N2 in the gas phase in a non-equilibrium geometry.

Results
- 2S+1 = 1
- HOMO energy (eV) = -8.32
- energy relative to the best compared isomer or geometry (same formula, charge and spin) (eV) = 3.192
- M (g mol⁻¹) = 82.11
- net charge = 0

```
12
Properties=species:S:1:pos:R:3:nbo_charge:R:1
H -0.361 1.067 -3.113 0.334
N -0.313 0.200 -2.753 -0.731
C -0.086 0.237 -1.531 0.308
C -0.101 -0.369 -0.243 -0.088
C 0.126 -1.709 0.343 -0.648
C 0.122 0.970 -0.208 0.164
N 0.381 2.034 0.564 -0.794
H 0.542 -1.495 1.333 0.215
H 0.800 -2.310 -0.284 0.235
H -0.737 -2.275 0.407 0.229
H 0.811 1.845 1.447 0.375
H 0.803 2.927 0.331 0.401
```

---

No. 9
The following is a DFT calculation (the ωB97M-V functional and the def2-TZVPD basis) of C4H6N2 in the gas phase.

Results
- 2S+1 = 1
- HOMO energy (eV) = -8.20
- energy relative to the best compared isomer or geometry (same formula, charge and spin) (eV) = 4.362
- M (g mol⁻¹) = 82.11
- net charge = 0

```
12
Properties=species:S:1:pos:R:3:nbo_charge:R:1
C -1.721 -0.259 -0.072 -0.664
C -0.298 0.240 0.023 0.296
C 0.744 -0.774 -0.043 -0.541
C 1.948 -0.153 0.020 0.084
N 2.586 0.908 0.100 -0.121
N 0.057 1.469 0.133 -0.691
H -2.440 0.535 0.152 0.218
H -1.911 -0.632 -1.084 0.231
H -1.884 -1.090 0.622 0.226
H 0.601 -1.838 -0.130 0.245
H 3.068 -0.495 0.113 0.367
H -0.736 2.106 0.163 0.349
```

---

No. 10
The following is a DFT calculation (the ωB97M-V functional and the def2-TZVPD basis) of C4H6N2 in the gas phase in a non-equilibrium geometry.

Results
- 2S+1 = 1
- HOMO energy (eV) = -9.79
- energy relative to the best compared isomer or geometry (same formula, charge and spin) (eV) = 2.502
- M (g mol⁻¹) = 82.11
- net charge = 0

```
12
Properties=species:S:1:pos:R:3:nbo_charge:R:1
C 0.529 -1.171 0.452 -0.640
C 0.389 -0.057 -0.578 -0.012
N -0.862 -0.039 -1.281 -0.536
C -0.565 1.133 -0.478 -0.216
C -0.503 1.401 0.930 0.250
N -0.073 1.689 1.969 -0.339
H -0.400 -1.396 0.994 0.217
H 0.774 -2.058 -0.147 0.226
H 1.321 -1.034 1.193 0.238
H 1.308 0.227 -1.069 0.204
H -1.509 -0.706 -0.877 0.367
H -0.409 2.012 -1.107 0.242
```

---

No. 11
The following is a DFT calculation (the ωB97M-V functional and the def2-TZVPD basis) of C4H6N2 in the gas phase in a non-equilibrium geometry.

Results
- 2S+1 = 1
- HOMO energy (eV) = -9.87
- energy relative to the best compared isomer or geometry (same formula, charge and spin) (eV) = 1.725
- M (g mol⁻¹) = 82.11
- net charge = 0

```
12
Properties=species:S:1:pos:R:3:nbo_charge:R:1
C -1.274 0.859 -0.247 -0.633
C -0.524 -0.405 0.101 -0.029
N 0.077 -1.373 -0.788 -0.566
C 0.955 -0.630 0.104 -0.199
C 1.944 0.328 -0.353 0.260
N 2.806 1.037 -0.666 -0.309
H -0.884 1.419 -1.101 0.222
H -2.317 0.595 -0.451 0.223
H -1.275 1.519 0.629 0.228
H -0.997 -0.929 0.928 0.195
H 0.131 -1.182 -1.772 0.374
H 1.314 -1.241 0.926 0.234
```

---

No. 12
The following is a DFT calculation (the ωB97M-V functional and the def2-TZVPD basis) of C4H6N2 in the gas phase in a non-equilibrium geometry.

Results
- 2S+1 = 1
- HOMO energy (eV) = -8.65
- energy relative to the best compared isomer or geometry (same formula, charge and spin) (eV) = 3.070
- M (g mol⁻¹) = 82.11
- net charge = 0

```
12
Properties=species:S:1:pos:R:3:nbo_charge:R:1
N -2.326 -1.096 1.802 -0.312
C -1.545 -0.451 1.249 0.272
C -0.574 0.339 0.513 -0.137
C 0.906 -0.175 0.530 -0.382
C 0.778 -0.104 -1.001 -0.190
N -0.615 0.084 -0.896 -0.624
H -0.667 1.394 0.781 0.212
H 1.632 0.562 0.870 0.222
H 1.052 -1.140 1.025 0.227
H 1.254 -0.485 -1.849 0.226
H 1.439 0.915 -1.435 0.080
H -1.334 0.156 -1.589 0.405
```

---

No. 13
The following is a DFT calculation (the ωB97M-V functional and the def2-TZVPD basis) of 2 unconnected molecules or ions with the total composition C4H6N2.

Results
- 2S+1 = 1
- HOMO energy (eV) = -8.98
- energy relative to the best compared isomer or geometry (same formula, charge and spin) (eV) = 5.200
- M (g mol⁻¹) = 82.11
- net charge = 0

```
12
Properties=species:S:1:pos:R:3:nbo_charge:R:1
C -0.538 1.591 -1.651 -0.690
C -0.987 0.479 -0.814 -0.011
C -1.392 -0.426 -0.130 -0.264
N 0.172 -1.911 2.069 -0.517
N 1.100 -1.179 1.680 -0.004
C 1.994 -0.424 1.496 -0.040
H 0.496 1.448 -1.982 0.230
H -1.168 1.684 -2.541 0.238
H -0.591 2.534 -1.097 0.237
H -1.699 -1.211 0.527 0.251
H 0.340 -2.856 1.719 0.342
H 2.272 0.269 0.723 0.227
```

---

No. 14
The following is a DFT calculation (the ωB97M-V functional and the def2-TZVPD basis) of C4H6N2 in the gas phase in a non-equilibrium geometry.

Results
- 2S+1 = 1
- HOMO energy (eV) = -8.40
- energy relative to the best compared isomer or geometry (same formula, charge and spin) (eV) = 2.616
- M (g mol⁻¹) = 82.11
- net charge = 0

```
12
Properties=species:S:1:pos:R:3:nbo_charge:R:1
C 0.768 -0.249 1.265 0.004
N -0.021 0.655 1.689 -0.220
N -0.658 1.257 0.597 -0.463
C -0.251 0.699 -0.643 -0.068
C -0.486 -0.799 -0.915 -0.452
C 0.836 -0.345 -0.275 -0.286
H 1.286 -0.855 2.067 0.213
H -1.603 1.363 0.857 0.380
H -0.281 1.301 -1.536 0.222
H -0.380 -1.034 -1.990 0.216
H -0.992 -1.553 -0.327 0.225
H 1.782 -0.441 -0.789 0.229
```

---

No. 15
The following is a DFT calculation (the ωB97M-V functional and the def2-TZVPD basis) of 2 unconnected molecules or ions with the total composition C4H6N2 in a non-equilibrium geometry.

Results
- 2S+1 = 1
- HOMO energy (eV) = -9.70
- energy relative to the best compared isomer or geometry (same formula, charge and spin) (eV) = 3.913
- M (g mol⁻¹) = 82.11
- net charge = 0

```
12
Properties=species:S:1:pos:R:3:nbo_charge:R:1
C -0.919 1.183 -0.578 -0.464
C -0.222 0.107 -0.284 0.203
N 0.255 -1.110 -0.740 -0.546
C 0.793 -0.555 0.530 -0.223
C 2.041 0.181 0.551 0.251
N 2.979 0.858 0.546 -0.293
H -1.485 1.228 -1.502 0.221
H -0.945 2.013 0.117 0.227
H 0.860 -1.016 -1.550 0.384
H 0.581 -1.172 1.401 0.252
H -2.028 -0.513 0.629 0.015
H -1.910 -1.206 0.881 -0.028
```

---

No. 16
The following is a DFT calculation (the ωB97M-V functional and the def2-TZVPD basis) of C4H6N2 in the gas phase in a non-equilibrium geometry.

Results
- 2S+1 = 1
- HOMO energy (eV) = -9.93
- energy relative to the best compared isomer or geometry (same formula, charge and spin) (eV) = 5.581
- M (g mol⁻¹) = 82.11
- net charge = 0

```
12
Properties=species:S:1:pos:R:3:nbo_charge:R:1
C 1.439 1.462 1.026 -0.560
C 0.871 -0.004 0.296 0.137
N 0.269 -1.075 0.974 -0.250
N 1.542 -1.311 0.417 -0.242
C 0.410 -1.109 -0.468 0.170
C -0.232 -1.542 -1.715 -0.630
H 2.358 1.609 0.552 0.220
H 1.516 1.113 2.038 0.230
H 0.642 2.231 0.838 0.227
H 0.289 -1.214 -2.684 0.233
H -1.192 -1.153 -1.840 0.233
H -0.207 -2.597 -1.645 0.233
```

---

No. 17
The following is a DFT calculation (the ωB97M-V functional and the def2-TZVPD basis) of a molecular structure, C4H6N2 in a non-equilibrium geometry.

Results
- 2S+1 = 1
- HOMO energy (eV) = -9.01
- energy relative to the best compared isomer or geometry (same formula, charge and spin) (eV) = 4.007
- M (g mol⁻¹) = 82.11
- net charge = 0

```
12
Properties=species:S:1:pos:R:3:nbo_charge:R:1
C -1.887 -0.357 0.027 -0.655
C -0.358 -0.355 -0.018 -0.049
C 0.743 -1.086 -0.167 -0.138
N 2.123 -0.083 0.061 -0.421
N 1.685 1.168 0.169 -0.245
C 0.442 1.364 0.222 -0.008
H -2.232 0.554 -0.478 0.230
H -2.431 -1.198 -0.431 0.226
H -2.237 -0.287 1.066 0.231
H 1.145 -2.092 -0.306 0.235
H 2.857 -0.039 -0.670 0.377
H 0.150 2.410 0.524 0.218
```

---

No. 18
The following is a DFT calculation (the ωB97M-V functional and the def2-TZVPD basis) of C4H6N2 in the gas phase in a non-equilibrium geometry.

Results
- 2S+1 = 1
- HOMO energy (eV) = -8.51
- energy relative to the best compared isomer or geometry (same formula, charge and spin) (eV) = 3.371
- M (g mol⁻¹) = 82.11
- net charge = 0

```
12
Properties=species:S:1:pos:R:3:nbo_charge:R:1
N 0.042 0.264 -1.675 -0.578
C 1.309 -0.078 -1.541 0.103
C 1.294 -0.777 -0.183 -0.367
N -0.016 -0.596 0.466 -0.390
C -0.876 -0.009 -0.509 0.030
C -0.448 0.787 0.670 -0.272
H 1.449 -1.850 -0.368 0.226
H 2.082 -0.450 0.503 0.225
H -1.884 -0.418 -0.656 0.212
H -0.363 0.759 -2.459 0.404
H 0.215 1.613 0.413 0.196
H -1.033 0.930 1.576 0.210
```

---

No. 19
The following is a DFT calculation (the ωB97M-V functional and the def2-TZVPD basis) of a molecular structure, C4H6N2 in a non-equilibrium geometry.

Results
- 2S+1 = 1
- HOMO energy (eV) = -9.99
- energy relative to the best compared isomer or geometry (same formula, charge and spin) (eV) = 1.624
- M (g mol⁻¹) = 82.11
- net charge = 0

```
12
Properties=species:S:1:pos:R:3:nbo_charge:R:1
N 3.224 0.111 -0.165 -0.308
C 2.086 -0.026 -0.007 0.277
C 0.654 -0.230 0.251 -0.161
C -0.337 0.955 0.289 -0.380
C -1.324 -0.094 -0.252 -0.218
N -0.159 -0.780 -0.842 -0.584
H 0.555 -0.803 1.187 0.207
H -0.557 1.427 1.246 0.214
H -0.056 1.702 -0.456 0.223
H -2.139 0.163 -0.933 0.201
H -1.760 -0.631 0.607 0.164
H -0.189 -1.792 -0.925 0.365
```

---

No. 20
The following is a DFT calculation (the ωB97M-V functional and the def2-TZVPD basis) of C4H6N2 in the gas phase.

Results
- 2S+1 = 1
- HOMO energy (eV) = -8.59
- energy relative to the best compared isomer or geometry (same formula, charge and spin) (eV) = 1.809
- M (g mol⁻¹) = 82.11
- net charge = 0

```
12
Properties=species:S:1:pos:R:3:nbo_charge:R:1
H -2.609 -1.465 -0.858 0.338
N -1.972 -1.079 -0.163 -0.633
C -0.973 -0.531 -0.736 0.131
C 0.116 0.115 0.009 -0.329
C 1.301 0.723 -0.710 -0.601
C 0.011 0.176 1.327 0.509
N -0.112 0.335 2.530 -0.612
H -0.842 -0.499 -1.827 0.155
H 2.196 0.718 -0.081 0.224
H 1.532 0.152 -1.616 0.216
H 1.107 1.761 -1.007 0.216
H 0.244 -0.407 3.131 0.385
```